ORCA calculation (the ωB97M-V functional and the def2-TZVPD basis) on a single C4H9NOS molecule.

Geometry as XYZ:
```
16
Properties=species:S:1:pos:R:3:forces:R:3
C -0.6011 -0.1596 0.0395 0.94 -0.29 1.26
C -1.9961 0.2384 0.4230 -1.02 -1.24 1.12
S -2.6197 -0.9088 1.8473 0.49 1.48 -0.53
C 0.3434 0.9640 -0.4105 -0.17 -1.33 -0.06
N 1.5266 0.5555 -0.9713 -0.01 0.21 0.18
C 2.1846 -0.7177 -0.7662 0.22 -0.47 -1.78
O 0.0837 2.1057 -0.1276 -0.09 0.76 -0.48
H -0.6553 -1.1556 -0.4122 0.38 0.51 -0.81
H -0.0273 -0.4104 0.9547 -0.56 -0.02 0.18
H -2.7453 -0.0084 -0.3165 0.18 0.41 -0.56
H -2.1421 1.2443 0.8002 0.29 0.04 -0.26
H -2.6114 0.1868 2.6326 -0.14 -0.59 0.33
H 2.1214 1.2857 -1.3239 -0.05 0.31 0.26
H 2.5689 -1.0355 -1.7535 -0.25 -0.14 0.29
H 1.4795 -1.4802 -0.4551 0.13 0.03 0.25
H 3.0901 -0.7042 -0.1603 -0.34 0.32 0.62
```
Forces are in eV/Å.

Calculated values
Energy above the lowest of the compared OMol25 structures with the same formula, charge and spin   27.1 kcal/mol
Calculated total energy   -18666.352 eV
E_LUMO   0.8034 eV
Orbital gap   9.911 eV
E_HOMO   -9.1 eV
SMILES   CNC(=O)CCS



ORCA calculation (the ωB97M-V functional and the def2-TZVPD basis) on a single C4H9NOS molecule.

Geometry as XYZ:
```
16
Properties=species:S:1:pos:R:3:forces:R:3
C 1.5874 -0.8487 -2.0210 0.34 0.93 -0.37
N 1.3800 0.3465 -1.2354 -0.65 0.89 0.56
C 0.1730 0.6088 -0.4558 0.15 -0.83 0.33
C 0.4482 0.2400 0.9928 -0.83 -0.18 0.70
S -0.9474 0.6272 2.1344 0.21 0.02 -0.21
C -0.9516 -0.2804 -0.9953 0.26 0.60 -0.37
O -1.0764 -1.4346 -0.7052 -0.22 -0.19 0.14
H 2.6118 -0.8355 -2.3704 0.37 -0.09 0.13
H 1.0007 -0.8522 -2.9479 -0.30 -0.42 0.23
H 1.4456 -1.7224 -1.3994 -0.20 -0.33 -0.19
H 1.9202 1.1831 -1.3450 0.32 -0.29 -0.57
H -0.1769 1.6482 -0.5250 0.31 -0.12 -0.14
H 1.3348 0.7074 1.3927 0.27 0.13 -0.13
H 0.5487 -0.8394 1.0791 0.21 -0.03 -0.14
H -0.4963 1.8359 2.4857 -0.09 0.09 0.02
H -1.5868 0.2073 -1.7596 -0.15 -0.16 0.01
```
Forces are in eV/Å.

Calculated values
Energy above the lowest of the compared OMol25 structures with the same formula, charge and spin   43.7 kcal/mol
Calculated total energy   -18665.630 eV
E_LUMO   0.7899 eV
Orbital gap   9.426 eV
E_HOMO   -8.6 eV
SMILES   CN[C@@H](C=O)CS



ORCA calculation (the ωB97M-V functional and the def2-TZVPD basis) on a single C4H9NOS2 molecule.

Geometry as XYZ:
```
17
Properties=species:S:1:pos:R:3:forces:R:3
N 2.9715 -0.3280 0.1230 -0.14 0.91 1.19
C 1.9522 0.0960 -0.8484 0.54 -2.58 -0.43
C 1.5238 -1.3686 -1.4055 0.74 1.34 0.39
O 1.3541 -2.2769 -0.6547 -0.43 -0.25 -0.37
C 0.8076 0.9435 -0.3402 -0.91 0.66 0.58
S -0.8439 0.0517 -0.4150 1.64 -1.46 -1.11
S -2.3156 0.9461 0.4956 -0.61 1.09 1.23
C -2.1774 0.5434 2.2874 0.12 0.08 0.09
H 2.7140 -0.0886 1.0818 -0.18 -0.30 -0.38
H 3.9012 0.0461 0.0250 0.00 0.31 -0.60
H 2.4292 0.5727 -1.7100 -0.04 0.12 0.19
H 1.6262 -1.4750 -2.5045 -0.38 -0.21 0.00
H 0.9228 1.2706 0.6968 0.26 -0.13 -0.12
H 0.7855 1.8271 -0.9612 -0.41 0.34 -0.03
H -2.9090 -0.1984 2.6045 -0.10 0.07 -0.21
H -1.1967 0.1876 2.6015 0.11 -0.05 -0.48
H -2.3334 1.4763 2.8208 -0.23 0.07 0.07
```
Forces are in eV/Å.

Calculated values
Energy above the lowest of the compared OMol25 structures with the same formula, charge and spin   43.1 kcal/mol
Calculated total energy   -29500.612 eV
E_LUMO   0.7872 eV
Orbital gap   9.445 eV
E_HOMO   -8.7 eV
SMILES   CSSC[C@@H](N)C=O



ORCA calculation (the ωB97M-V functional and the def2-TZVPD basis) on a gas-phase ion, C4H9NP (charge +1).

Geometry as XYZ:
```
15
Properties=species:S:1:pos:R:3:forces:R:3
C 1.4015 -0.9467 -0.4519 2.52 -0.90 -0.58
C 0.1551 -1.5421 -0.0622 0.40 -2.90 -0.86
C -0.7329 -0.5104 0.5066 -1.96 1.04 0.52
C 0.0334 0.8540 0.5449 0.20 -0.34 4.17
N -0.6114 1.7813 -0.3835 3.02 0.35 -2.76
P 1.8043 0.5558 0.0595 0.39 1.12 -0.32
H 2.2232 -1.5859 -0.8313 -0.69 0.30 -0.03
H -0.2239 -2.2363 -0.8302 -0.46 0.78 -0.30
H 0.4489 -2.3603 0.6131 -0.15 0.43 0.65
H -1.5832 -0.2935 -0.2620 0.73 -0.90 1.89
H -1.0343 -0.9028 1.5468 -0.28 1.23 -1.73
H 0.0676 1.3544 1.5905 -0.45 -0.83 -1.64
H -1.5632 2.0488 -0.1720 -0.33 0.23 -0.18
H -0.4570 1.2086 -1.2594 -1.35 0.96 0.38
H 0.0717 2.5752 -0.6089 -1.59 -0.56 0.79
```
Forces are in eV/Å.

Calculated values
Energy above the lowest of the compared OMol25 structures with the same formula, charge and spin   30.4 kcal/mol
Calculated total energy   -15064.244 eV
E_LUMO   -3.9756 eV
Orbital gap   9.608 eV
E_HOMO   -13.6 eV
Charge   +1
SMILES   [NH3+][C@H]1CCC=P1



ORCA calculation (the ωB97M-V functional and the def2-TZVPD basis) on a single C4H9NS molecule.

Geometry as XYZ:
```
15
Properties=species:S:1:pos:R:3:forces:R:3
C -2.2074 0.1259 0.4958 -0.92 -0.77 -0.74
C -1.2095 -0.2135 -0.6087 0.42 -0.77 -0.43
C 0.1275 0.4379 -0.3287 0.04 0.52 0.22
C 2.4705 -0.0902 0.2026 1.20 -0.10 1.13
H -1.8894 -0.2060 1.4949 -0.04 0.13 -0.39
H -3.1742 -0.3716 0.2164 0.70 0.49 0.53
H -2.3385 1.1993 0.4638 -0.17 0.19 0.33
H -1.5824 0.1497 -1.5939 0.20 -0.29 0.69
H -1.0351 -1.3328 -0.6772 -0.44 1.11 -0.04
H 0.8599 -1.4263 -0.4143 0.69 1.15 0.44
H 2.4421 0.4672 1.1676 -0.12 -0.26 -0.65
H 3.1656 -0.9706 0.4029 -1.31 0.81 -0.60
H 2.9566 0.5894 -0.5144 -0.32 -0.31 0.04
N 1.1179 -0.4479 -0.1793 0.00 -1.12 -0.41
S 0.2964 2.0896 -0.1272 0.06 -0.79 -0.14
```
Forces are in eV/Å.

Calculated values
Energy above the lowest of the compared OMol25 structures with the same formula, charge and spin   5.2 kcal/mol
Calculated total energy   -16619.227 eV
E_LUMO   0.7882 eV
Orbital gap   8.960 eV
E_HOMO   -8.2 eV
SMILES   CCC(=S)NC



ORCA calculation (the ωB97M-V functional and the def2-TZVPD basis) on a single C4H9NS molecule.

Geometry as XYZ:
```
15
Properties=species:S:1:pos:R:3:forces:R:3
C -0.2675 -0.8535 -0.4051 1.33 3.41 1.68
C -0.0659 0.5864 -0.7541 1.67 -0.82 6.10
C 0.7007 -1.6118 0.3884 2.41 -1.11 1.43
C 1.0231 1.4426 0.0206 -2.31 0.12 -1.04
N -1.0963 0.1510 0.3108 1.39 0.04 -1.31
S -2.7455 0.1221 -0.1246 -0.28 -0.40 -0.50
H -0.8202 -1.3427 -1.0770 -1.79 -2.18 -2.74
H -0.3474 0.9323 -1.6401 -1.60 1.35 -3.55
H 0.4841 -1.3921 1.4523 0.17 -0.46 -0.42
H 1.8450 -1.4011 0.2829 -2.12 0.04 -0.30
H 0.6069 -2.6954 0.1871 -0.06 0.46 0.35
H 1.8786 0.8976 0.2786 1.38 -0.92 0.11
H 0.5433 1.7165 0.9727 0.27 0.26 -0.44
H 1.3072 2.3259 -0.5691 -0.11 -0.25 0.30
H -3.0462 1.1221 0.6768 -0.34 0.47 0.32
```
Forces are in eV/Å.

Calculated values
Energy above the lowest of the compared OMol25 structures with the same formula, charge and spin   59.2 kcal/mol
Calculated total energy   -16616.888 eV
E_LUMO   1.0624 eV
Orbital gap   9.553 eV
E_HOMO   -8.5 eV
SMILES   C[C@@H]1[C@H](C)N1S